Record 1
Molecular formula: C22H34As2AuN2O2S
Method: DFT, ωB97M-V/def2-TZVPD

```
64
Properties=species:S:1:pos:R:3:forces:R:3
Au -1.20507 -2.15985 0.61052 -0.04 -0.24 0.01
As 0.74356 3.79877 0.84499 0.09 0.21 -0.01
As -4.02690 -2.48388 -1.60532 0.00 -0.01 -0.02
S -2.90915 -1.05458 -0.36094 -0.03 0.00 0.04
O 4.32262 0.75851 -3.97034 -0.01 0.00 0.01
O 3.91480 2.19187 -2.33872 -0.02 -0.01 0.03
N -0.77998 -3.45973 2.30465 -0.01 0.01 0.01
N 0.93080 -2.47696 0.55230 -0.04 -0.01 -0.06
C 1.74436 -1.69574 -0.31969 0.05 0.03 0.06
C 0.60522 3.45441 -2.04037 -0.04 -0.02 -0.03
C 1.41703 -3.25030 1.44090 -0.02 0.00 0.01
C 2.75426 -0.91044 0.22925 0.00 -0.02 0.00
C -1.67907 -3.90482 3.17520 0.00 -0.02 -0.01
C 0.05118 4.29909 -0.89719 0.00 0.03 0.01
C 2.46869 4.62606 1.17925 0.01 -0.02 0.01
C 0.50676 -3.85422 2.41530 0.02 0.03 -0.03
C 3.18798 -0.00687 -1.95396 -0.06 -0.02 -0.01
C -1.33077 -4.78131 4.19941 -0.01 0.00 -0.01
C -4.67566 -3.93024 -0.53384 0.00 0.00 0.01
C -5.49275 -1.48551 -2.31660 0.00 0.00 0.00
C 2.20959 -0.83162 -2.50148 0.03 0.00 0.02
C 3.37284 4.70267 -0.04464 -0.03 -0.01 -0.03
C 3.46396 -0.05614 -0.59201 0.03 0.02 0.01
C -0.52443 4.24315 2.24836 -0.01 0.01 -0.02
C -0.01963 -5.19958 4.31108 0.02 0.01 -0.02
C 0.92357 -4.72159 3.40045 -0.02 -0.02 0.03
C 1.46540 -1.66296 -1.67861 -0.01 -0.01 0.00
C 3.85506 1.07120 -2.76358 0.03 0.03 -0.05
C -2.93075 -3.15818 -3.02149 0.01 0.00 0.00
C -0.56748 5.75530 2.49474 -0.01 0.00 -0.01
H 0.27687 -5.88290 5.09551 0.00 0.00 0.00
H 0.32296 2.40605 -1.92877 0.00 0.00 -0.01
H 1.99726 -0.79715 -3.56283 -0.01 0.00 0.00
H -2.57723 -2.32591 -3.62651 0.00 0.00 0.00
H 1.96242 -5.01753 3.46239 0.00 0.00 0.00
H 3.60342 3.72407 -0.46406 0.01 0.01 0.03
H -0.23178 3.69424 3.14277 0.01 0.01 0.00
H -5.30114 -3.53032 0.26174 0.00 0.00 0.00
H 0.36666 6.12681 2.91158 0.00 0.00 0.00
H 2.93533 5.31483 -0.83313 -0.01 0.01 0.01
H 0.32064 5.35369 -1.00963 0.00 0.00 0.00
H 2.95180 -0.93864 1.29365 0.00 0.01 0.00
H 0.67941 -2.28543 -2.08773 0.00 0.01 0.00
H 4.35718 -0.19479 -4.12354 -0.01 -0.01 -0.01
H -6.12247 -1.14566 -1.49659 0.00 0.01 0.00
H -6.06238 -2.13873 -2.97768 0.00 0.00 0.00
H -2.69536 -3.55393 3.05632 0.00 0.00 0.00
H -3.53854 -3.82661 -3.63184 0.00 0.00 0.00
H -5.26649 -4.58566 -1.17434 0.00 0.00 0.01
H -5.11004 -0.63390 -2.87546 0.00 0.00 0.00
H 1.68908 3.51035 -2.10805 0.05 -0.01 0.01
H 0.19332 3.81621 -2.98190 0.00 0.00 0.00
H -2.09238 -3.70800 -2.59860 0.00 0.00 0.00
H 4.22631 0.59229 -0.18077 0.00 0.01 0.00
H 2.92451 4.08381 2.00828 0.00 -0.01 -0.01
H 2.20099 5.62006 1.55190 0.01 0.00 0.00
H -1.35538 5.96456 3.21815 0.00 0.00 0.00
H -3.83413 -4.48170 -0.11960 0.00 -0.01 -0.01
H 2.48607 -3.44581 1.49580 0.00 0.00 0.00
H -1.03476 4.23631 -0.82439 0.00 0.01 0.01
H 4.31004 5.17511 0.24697 0.01 0.00 -0.01
H -1.49002 3.86244 1.91485 0.01 -0.02 0.00
H -0.79770 6.31523 1.58812 0.00 0.00 0.00
H -2.09051 -5.11993 4.88974 0.00 0.00 0.00
```
Forces are in eV/Å.

Summary:
total charge: +3
E: -166619.6204 eV
gap between HOMO and LUMO (spin up / spin down): 7.62 / 5.72 eV
spin multiplicity: 3
energy above the lowest of the compared OMol25 structures with the same formula, charge and spin: 0.000 eV
highest occupied orbital energy (spin up / spin down): -16.77 / -16.80 eV

=====

Record 2
Molecular formula: C5H14NO
Method: DFT, ωB97M-V/def2-TZVPD

```
21
Properties=species:S:1:pos:R:3:forces:R:3
O 3.25929 0.28023 0.62532 -0.24 0.27 0.28
N 0.89161 -0.39792 -1.14510 -1.46 -1.21 -0.47
C -0.07652 0.72181 -1.45972 0.95 -0.12 -1.00
C -0.18912 -0.59333 1.58279 0.81 0.22 0.37
C -2.44720 -0.57355 0.40729 -0.49 -0.81 -0.64
C -1.06539 -0.04595 0.64178 -0.59 0.49 -0.79
C -0.68500 1.18223 -0.15665 -0.65 -0.07 0.72
H 1.60103 -0.22157 -0.44189 0.44 0.34 0.35
H 0.45655 1.42776 -2.11681 -0.06 0.23 0.41
H -2.68378 -1.35348 1.13412 0.02 0.02 0.07
H 0.23198 -1.07625 -0.71709 -0.10 0.43 1.21
H -1.57275 1.77027 -0.41560 -0.08 -0.06 -0.10
H -3.27884 0.14401 0.43640 0.16 0.46 0.37
H -0.05388 1.89929 0.38599 0.40 -0.28 -0.02
H -0.17770 -1.63345 1.87060 -0.30 -0.14 0.26
H 3.38998 0.43158 1.56966 -0.44 0.09 -0.02
H 4.04284 -0.20268 0.39519 0.64 -0.41 -0.42
H 1.20230 -0.97345 -1.91193 0.76 0.64 -0.76
H 0.63098 0.01442 1.96968 0.00 -0.10 -0.07
H -2.63225 -1.04586 -0.58658 0.29 0.03 0.27
H -0.84414 0.24591 -2.06745 -0.06 -0.02 -0.01
```
Forces are in eV/Å.

Summary:
E: -8945.2025 eV
gap between HOMO and LUMO (spin up / spin down): 3.27 / 7.00 eV
spin multiplicity: 2
energy above the lowest of the compared OMol25 structures with the same formula, charge and spin: 2.911 eV
highest occupied orbital energy (spin up / spin down): -3.00 / -6.82 eV

=====

Record 3
Molecular formula: C4H10N2O
Method: DFT, ωB97M-V/def2-TZVPD

```
17
Properties=species:S:1:pos:R:3:forces:R:3
O 0.37188 -1.76784 -1.38608 -1.04 1.26 3.30
N -0.53205 -1.64585 0.78771 0.51 -1.71 -0.84
N -0.55785 1.05560 0.69571 -4.24 2.22 0.94
C -0.32552 0.36420 -0.56184 1.73 1.61 1.46
C -0.03884 -1.11576 -0.38123 -0.18 -1.52 -2.47
C 0.74387 1.07862 -1.33150 1.01 2.13 -2.66
C 0.28032 1.54337 1.80311 1.65 -2.26 -1.19
H -1.46774 1.62041 0.63616 2.17 -1.19 0.10
H 1.63299 1.20230 -0.70389 0.33 -0.84 -0.50
H 1.13367 2.24353 1.53267 -1.30 -0.17 0.31
H 0.84431 0.58365 2.06962 -0.48 1.35 0.63
H -0.66467 -1.13410 1.64301 -0.13 0.39 -0.42
H 0.62311 2.19923 -1.62296 -0.99 -1.61 0.99
H -1.24700 0.43234 -1.08684 -0.88 -0.26 -0.48
H -0.64442 -2.67188 0.83206 0.44 1.08 -0.06
H -0.39510 1.88564 2.62307 0.88 -0.19 -0.69
H 0.88009 0.69071 -2.38946 0.52 -0.28 1.62
```
Forces are in eV/Å.

Summary:
E: -9336.9118 eV
gap between HOMO and LUMO: 9.32 eV
SMILES string: CN[C@@H](C)C(N)=O
spin multiplicity: 1
energy above the lowest of the compared OMol25 structures with the same formula, charge and spin: 2.076 eV
highest occupied orbital energy: -8.53 eV

=====

Record 4
Molecular formula: C5H7N
Method: DFT, ωB97M-V/def2-TZVPD

```
13
Properties=species:S:1:pos:R:3:forces:R:3
N 0.14729 -0.00595 1.54285 -0.12 0.04 0.31
C -0.32861 -0.97681 0.54008 -0.17 -0.34 0.08
C 0.60792 0.38874 -0.82762 0.21 0.05 -0.13
C -0.77583 -0.22242 -0.73744 -0.20 -0.09 -0.04
C -0.59411 1.25212 -0.56852 -0.14 0.18 -0.01
C 1.02239 -0.41320 0.43938 0.20 -0.20 0.02
H 0.39829 -0.51024 2.39103 0.05 -0.01 -0.19
H -0.75091 1.70294 0.40451 0.07 -0.05 -0.17
H 1.96194 -0.92198 0.61950 -0.04 0.23 -0.09
H -0.64248 -1.96978 0.83984 0.05 0.13 -0.08
H -1.36484 -0.68368 -1.52556 0.13 0.16 0.18
H -0.91567 1.84764 -1.41363 0.07 -0.03 -0.03
H 1.23462 0.51262 -1.70442 -0.11 -0.06 0.17
```
Forces are in eV/Å.

Summary:
E: -6784.9654 eV
gap between HOMO and LUMO: 9.57 eV
SMILES string: C1[C@@H]2[C@H]1[C@@H]1N[C@H]21
spin multiplicity: 1
energy above the lowest of the compared OMol25 structures with the same formula, charge and spin: 3.547 eV
highest occupied orbital energy: -8.38 eV

=====

Q: Among the records above, which one has the lowest E?
A: C22H34As2AuN2O2S